# 1
The following is a DFT calculation (ωB97M-V/def2-TZVPD) of a 5-piece molecular cluster, C5H19NO6 overall in a non-equilibrium geometry.

XYZ file:
```
31
Properties=species:S:1:pos:R:3:forces:R:3:mulliken_charge:R:1
H 4.005 -0.098 -1.082 -0.21 0.02 0.13 0.304
H 0.209 3.118 -2.137 -0.05 -0.09 0.04 0.306
H 1.094 -1.725 -0.718 0.27 0.07 -1.02 0.399
H -1.850 -2.051 1.020 0.09 -0.24 0.19 0.366
H 0.779 0.965 0.221 -0.47 -0.58 -0.46 0.174
H 0.605 0.760 -1.575 0.21 0.44 -0.86 0.327
H 1.250 0.150 -2.906 -0.46 0.70 -0.16 0.272
H -3.026 -1.313 -0.457 0.32 -0.14 -0.09 0.380
O 3.814 -0.248 -2.009 0.38 -0.13 -0.49 -0.645
H 2.208 0.477 2.530 0.06 -0.13 0.10 0.326
O -1.452 1.480 -0.275 -0.04 0.16 -0.14 -0.625
C -1.967 0.476 0.201 0.50 0.41 0.12 0.842
C -1.945 -1.354 1.853 -0.65 0.08 -0.93 -1.117
H 1.359 3.119 -1.147 0.09 -0.05 -0.03 0.304
H -0.100 0.050 2.985 -0.40 -0.05 0.09 0.638
H 1.160 -0.731 0.893 -0.41 -0.05 -0.44 0.038
H 2.853 -0.236 -2.105 0.12 0.09 0.64 0.407
O 1.029 2.655 -1.926 -0.10 0.43 0.10 -0.640
N -1.549 -0.012 1.402 0.21 -1.43 1.09 0.165
O 1.997 0.947 1.721 0.00 -0.11 -0.21 -0.638
H -2.989 -1.349 2.152 -0.16 -0.08 0.16 0.350
C 0.869 0.304 1.064 1.47 0.86 2.07 0.118
H 1.730 -2.856 -1.651 0.06 0.59 -0.37 0.301
H -4.034 -0.032 0.033 0.14 0.22 -0.01 0.340
O 1.346 -2.648 -0.804 -0.33 -0.83 1.27 -0.652
H -3.216 0.075 -1.522 0.29 0.25 0.07 0.318
H -0.400 1.574 2.043 -0.09 -0.07 0.66 0.232
H -1.352 -1.730 2.675 0.22 0.30 0.10 0.354
O 0.981 -0.020 -2.005 -0.12 -1.34 0.45 -0.679
C -0.320 0.485 2.017 0.08 1.14 -2.21 -0.955
C -3.088 -0.231 -0.488 -1.03 -0.44 0.14 -1.308
```
Positions in Å, forces in eV/Å.

For the LUMO energy, the calculation gives 0.5593 eV. Its SMILES is CC(=O)N(C)CCO.O.O.O.O. For the HOMO-LUMO gap, the calculation gives 0.3676 hartree. As for the HOMO energy: -9.44 eV. The spin multiplicity is 1.

# 2
The following is a DFT calculation (ωB97M-V/def2-TZVPD) of C34H32Br2Cl3F3GeMnN5O3Sb as an isolated structure in a non-equilibrium geometry.

XYZ file:
```
85
Properties=species:S:1:pos:R:3:forces:R:3:lowdin_spin:R:1
C -3.045 0.333 0.025 0.00 -0.20 0.05 -0.002
H 0.330 -4.144 -4.054 0.05 -0.07 -0.09 0.000
O 2.264 0.750 0.497 0.34 -0.52 0.83 0.035
C 2.953 1.033 -0.543 0.01 0.81 -1.33 0.009
H 2.165 -4.384 3.320 0.09 -0.06 0.05 0.000
N 0.960 2.312 -1.089 -0.17 0.16 -0.37 0.015
N 5.655 -0.656 -3.750 0.24 -0.01 0.01 0.000
C 4.426 -0.488 -4.232 -0.25 -0.10 0.18 0.000
C -1.827 3.617 -0.241 0.06 -0.05 0.03 0.001
N 3.414 -0.500 -3.370 0.36 -0.24 0.11 0.000
C 2.866 2.356 -2.777 -0.15 -0.04 0.11 0.000
H 2.862 3.118 -0.778 -0.14 -0.16 -0.10 0.000
H -3.065 -1.800 -1.334 -0.10 -0.01 0.01 0.001
C -2.235 -0.481 0.811 0.58 -0.26 -0.24 -0.005
Ge 2.634 2.119 2.901 1.07 0.47 1.30 0.181
C -1.184 1.757 2.870 -0.92 0.26 1.01 0.052
H 3.307 -0.321 -5.929 0.08 -0.02 0.02 0.000
H -2.790 3.974 -0.595 -0.03 -0.02 -0.03 0.000
N 4.235 -0.322 -5.540 -0.04 0.00 -0.10 0.000
C -2.715 -3.112 -2.975 -0.01 -0.19 -0.27 0.002
C -2.316 -2.290 -1.937 -0.04 -0.09 -0.08 0.006
H -2.715 0.623 -0.966 -0.06 0.06 -0.06 0.000
C -1.080 -3.658 1.349 0.21 0.01 0.02 0.003
H -4.242 -0.745 3.529 -0.09 -0.04 0.11 0.000
H 5.801 -0.715 -2.754 0.02 0.02 -0.07 0.000
N -1.063 2.235 1.605 -0.89 0.34 0.65 -0.009
H 1.616 -0.472 -4.455 -0.05 -0.05 0.15 0.000
H 0.655 3.268 -1.287 -0.08 -0.24 0.20 0.001
C -2.187 1.696 5.089 -0.07 -0.06 0.43 0.127
H 1.049 1.880 -3.894 -0.08 0.06 -0.07 0.000
C -2.660 -0.869 2.074 -0.09 -0.12 -0.13 0.000
C 0.197 -5.041 2.812 0.00 0.30 -0.17 0.000
C -0.309 0.692 3.238 -1.03 -0.20 1.55 0.058
Br 0.768 -1.212 5.024 -0.38 0.43 -0.03 0.045
C 2.419 2.265 -1.312 0.51 -0.26 0.03 0.002
C 2.085 1.548 -3.821 0.17 -0.13 0.19 0.000
H -1.794 -5.509 2.182 -0.03 -0.09 0.01 0.000
C -3.022 3.249 3.316 0.18 0.01 -0.26 0.021
C -2.159 2.242 3.778 0.44 0.01 -0.46 0.009
H 3.701 -0.457 -2.387 -0.02 -0.01 -0.22 0.000
H -1.986 -3.465 0.790 -0.05 -0.05 -0.01 0.000
C -3.891 -0.455 2.551 -0.31 0.20 0.05 0.002
C -0.010 -2.780 -2.421 -0.03 -0.02 -0.02 0.004
C -0.971 -2.129 -1.665 0.42 0.82 0.92 0.042
H -3.771 3.665 3.970 -0.08 0.02 0.10 0.001
C -0.015 -2.763 1.300 -0.04 0.75 -0.45 0.015
F -5.861 0.776 2.213 -0.03 0.01 0.02 0.000
H 0.516 1.725 -1.804 -0.02 0.13 0.37 0.000
Br -3.397 2.368 6.369 0.27 -0.19 -0.31 0.051
H 2.548 1.774 -4.782 -0.12 0.02 -0.07 0.000
Cl 1.542 3.693 1.487 0.11 1.08 0.00 0.097
C 2.086 0.028 -3.602 -0.15 0.41 -0.25 0.001
H 1.040 -2.669 -2.181 0.09 -0.07 -0.04 0.001
H -3.577 4.442 1.640 -0.06 0.05 -0.09 -0.001
C -0.416 0.168 4.545 0.42 -0.38 -0.26 0.118
H 5.008 -0.380 -6.181 -0.05 0.00 -0.02 0.000
H 1.494 -0.232 -2.717 0.05 -0.12 -0.16 0.001
H 1.981 -2.313 1.960 0.05 0.02 0.03 0.000
C -1.746 -3.756 -3.728 0.06 0.25 0.19 0.000
C -2.911 3.685 2.021 0.16 -0.20 0.19 -0.006
C 1.268 -4.163 2.763 -0.06 -0.24 0.08 0.001
C -0.980 -4.803 2.116 0.04 -0.17 0.14 0.001
C 1.157 -3.013 1.998 -0.11 0.03 -0.05 0.002
Cl 1.465 2.712 4.701 0.19 0.05 -0.05 0.107
F -2.121 -4.532 -4.745 -0.02 -0.08 -0.02 0.000
H 2.835 3.402 -3.088 0.07 -0.01 0.04 0.000
Mn 0.686 1.584 1.057 0.86 -0.16 -3.03 3.618
H -2.041 -1.513 2.687 -0.03 -0.04 0.00 0.000
H -1.489 2.794 -0.869 -0.13 0.07 -0.05 0.001
C -1.927 3.159 1.176 0.19 0.01 -0.22 0.010
Sb -0.283 -1.005 0.082 -1.26 -1.53 -0.59 0.068
Cl 4.503 3.255 3.025 -0.37 -0.35 -0.01 0.109
F 0.297 -6.146 3.551 0.01 -0.02 0.03 0.000
C -0.394 -3.606 -3.461 -0.08 -0.14 -0.20 0.001
C -1.323 0.686 5.459 -0.20 0.07 0.09 -0.018
H -1.343 0.307 6.470 -0.01 -0.06 0.00 -0.003
H -3.759 -3.261 -3.199 -0.11 -0.05 -0.08 0.000
C -4.284 0.742 0.479 -0.16 0.08 0.17 0.003
H -4.939 1.354 -0.121 -0.10 0.07 -0.06 0.000
H 6.459 -0.746 -4.349 -0.05 0.00 0.02 0.000
H -1.120 4.444 -0.321 0.07 0.09 0.00 0.001
O 0.543 0.254 2.387 0.54 0.07 0.22 0.210
H 3.913 2.046 -2.792 0.04 0.13 -0.02 0.000
C -4.682 0.351 1.749 0.25 -0.11 -0.04 -0.001
O 3.939 0.423 -0.919 0.02 -0.11 0.47 0.008
```
Positions in Å, forces in eV/Å.

For the LUMO energy (alpha / beta), the calculation gives -6.8812 / -8.3947 eV. For the HOMO-LUMO gap (alpha / beta), the calculation gives 0.2295 / 0.1736 hartree. As for the HOMO energy (alpha / beta): -13.13 / -13.12 eV. The spin multiplicity is 6. The charge is +2.

# 3
The following is a DFT calculation (ωB97M-V/def2-TZVPD) of a 2-piece molecular cluster, CH5NO2Si overall in a non-equilibrium geometry.

XYZ file:
```
10
Properties=species:S:1:pos:R:3:forces:R:3:mulliken_charge:R:1
H 0.430 1.861 0.711 0.27 1.28 1.41 -0.116
O -3.160 -0.554 -0.239 0.64 0.45 0.02 -0.540
H 0.887 1.120 -1.357 -0.67 -0.68 0.78 -0.068
H -0.911 -1.390 0.791 -0.48 0.75 -0.30 0.480
H 0.429 -1.520 -1.410 -0.25 0.00 0.10 0.065
C -0.982 -0.348 0.427 -0.21 -1.27 -0.59 -0.350
Si 0.498 0.627 0.064 0.63 0.38 -2.45 0.321
H 1.311 -0.498 0.342 1.62 -0.44 0.70 -0.087
N -2.261 0.173 0.171 -1.51 -0.44 0.81 0.786
O -2.400 1.347 0.504 -0.05 -0.03 -0.49 -0.492
```
Positions in Å, forces in eV/Å.

For the LUMO energy (alpha / beta), the calculation gives -1.4077 / -2.1555 eV. For the HOMO-LUMO gap (alpha / beta), the calculation gives 0.3233 / 0.3275 hartree. As for the HOMO energy (alpha / beta): -10.21 / -11.07 eV. The spin multiplicity is 1.

Ordered energy above the lowest of the compared OMol25 structures with the same formula, charge and spin results: 40.31, 49.81, 154.11; unit kcal per mole.
Ordered DFT total energy results: -708.08655, -12110.35685, -535.52083; unit a.u..